(1)
A cluster of 13 separate species, C48H114Cl6N6O22P4 in total in a non-equilibrium geometry, computed with the ωB97M-V functional and the def2-TZVPD basis.

The calculation puts the LUMO energy at 0.21 eV. The spin multiplicity is 1. The strongest force on any atom comes out at 5.47 eV/A. As for the HOMO-LUMO gap: 0.346 Eh. As for the total energy: -8007.776804 Ha. Its total charge is 0. For the energy relative to the best compared isomer or geometry (same formula, charge and spin), the calculation gives 905.9 kJ/mol.

Each line ends with the Löwdin charge.
Positions of all 200 atoms, in Å:
C (2.909, 1.929, -9.538)  -0.295
O (2.052, 1.693, -10.405)  -0.021
N (4.139, 2.402, -9.895)  -0.210
C (5.187, 2.880, -9.023)  -0.058
C (4.578, 2.443, -11.256)  -0.083
H (2.731, 1.868, -8.453)  0.134
H (6.065, 2.237, -9.074)  0.090
H (4.830, 2.909, -7.993)  0.088
H (5.319, 3.871, -9.457)  0.093
H (3.851, 2.143, -12.011)  0.093
H (4.867, 3.425, -11.631)  0.082
H (5.588, 2.074, -11.434)  0.087
C (-6.922, 10.232, -5.582)  -0.301
O (-6.840, 10.519, -6.794)  -0.024
N (-5.942, 9.605, -4.817)  -0.190
C (-6.218, 9.315, -3.331)  -0.028
C (-4.731, 9.050, -5.329)  -0.085
H (-7.803, 10.573, -5.016)  0.129
H (-7.069, 8.652, -3.169)  0.080
H (-6.364, 10.322, -2.939)  0.077
H (-5.355, 8.949, -2.775)  0.078
H (-4.762, 9.011, -6.418)  0.086
H (-3.849, 9.597, -4.999)  0.091
H (-4.698, 7.991, -5.071)  0.087
C (5.138, 13.574, -1.460)  -0.299
O (5.673, 13.210, -0.375)  -0.047
N (5.343, 14.792, -2.068)  -0.196
C (4.852, 15.159, -3.459)  -0.032
C (6.223, 15.793, -1.465)  -0.049
H (4.407, 12.932, -1.975)  0.128
H (4.010, 15.767, -3.131)  0.083
H (4.444, 14.344, -4.057)  0.079
H (5.537, 15.759, -4.058)  0.079
H (6.797, 15.275, -0.697)  0.084
H (6.848, 16.170, -2.274)  0.080
H (5.637, 16.616, -1.057)  0.090
C (-0.515, 4.920, 8.270)  -0.338
O (-1.317, 3.971, 8.219)  -0.030
N (0.781, 4.670, 8.089)  -0.187
C (1.695, 5.852, 7.913)  -0.049
C (1.510, 3.400, 7.852)  -0.030
H (-0.750, 5.987, 8.409)  0.133
H (2.557, 5.625, 8.540)  0.079
H (1.323, 6.807, 8.284)  0.081
H (1.975, 5.903, 6.860)  0.084
H (2.457, 3.202, 8.353)  0.084
H (0.852, 2.543, 7.995)  0.087
H (1.765, 3.523, 6.799)  0.085
C (-9.295, 0.343, -12.294)  -0.370
O (-9.172, 0.274, -11.102)  0.029
N (-8.980, 1.427, -13.044)  -0.172
C (-9.365, 1.490, -14.472)  -0.063
C (-8.379, 2.731, -12.573)  -0.035
H (-9.624, -0.450, -12.983)  0.128
H (-9.853, 0.568, -14.787)  0.079
H (-8.691, 1.924, -15.210)  0.084
H (-10.122, 2.271, -14.395)  0.079
H (-8.214, 2.635, -11.500)  0.076
H (-7.433, 3.061, -13.003)  0.085
H (-9.059, 3.582, -12.539)  0.081
C (10.355, 2.551, 1.323)  -0.357
O (11.026, 2.509, 2.340)  0.015
N (9.003, 2.554, 1.312)  -0.180
C (8.312, 2.944, 0.007)  -0.045
C (7.990, 2.565, 2.390)  -0.051
H (10.589, 2.511, 0.248)  0.124
H (7.721, 3.852, 0.126)  0.085
H (7.725, 2.051, -0.206)  0.082
H (8.996, 2.927, -0.842)  0.073
H (7.034, 2.059, 2.253)  0.082
H (8.393, 2.078, 3.277)  0.087
H (7.742, 3.619, 2.515)  0.086
Cl (-4.066, -2.947, 8.880)  0.481
C (-5.029, -1.663, 9.791)  -0.639
C (-6.185, -1.191, 8.963)  -0.690
Cl (-7.274, -0.409, 10.109)  0.577
H (-4.373, -0.824, 10.023)  0.076
H (-5.466, -2.145, 10.665)  0.052
H (-6.665, -2.003, 8.416)  0.071
H (-5.897, -0.405, 8.265)  0.072
Cl (6.860, 8.401, -4.392)  0.545
C (8.542, 8.789, -4.064)  -0.667
C (9.322, 9.156, -5.377)  -0.676
Cl (9.585, 7.821, -6.498)  0.539
H (9.020, 7.925, -3.604)  0.064
H (8.603, 9.637, -3.383)  0.070
H (10.348, 9.375, -5.081)  0.056
H (8.893, 10.017, -5.890)  0.068
Cl (5.331, -5.525, 12.151)  0.564
C (4.234, -4.459, 11.284)  -0.723
C (3.689, -5.017, 10.022)  -0.717
Cl (4.962, -5.277, 8.879)  0.584
H (4.815, -3.577, 11.017)  0.063
H (3.397, -4.110, 11.889)  0.080
H (2.923, -4.323, 9.677)  0.087
H (3.381, -6.048, 10.196)  0.062
C (-0.512, -7.109, -1.095)  -0.064
C (-1.721, -7.089, -0.203)  -0.344
O (-1.932, -8.339, 0.349)  -0.189
P (-1.349, -8.502, 1.848)  0.546
O (0.000, -7.893, 2.150)  -0.250
O (-1.469, -10.106, 2.081)  -0.161
C (-1.640, -10.813, 3.272)  -0.275
C (-0.293, -11.369, 3.924)  -0.062
O (-2.560, -7.817, 2.706)  -0.183
C (-3.828, -7.709, 2.270)  -0.326
C (-4.631, -8.502, 3.327)  -0.060
H (0.217, -7.385, -0.332)  0.071
H (-0.491, -7.643, -2.044)  0.086
H (-0.381, -6.069, -1.393)  0.080
H (-1.707, -6.306, 0.556)  0.124
H (-2.564, -6.875, -0.860)  0.122
H (-2.059, -10.409, 4.194)  0.107
H (-2.318, -11.649, 3.099)  0.113
H (0.437, -10.605, 4.188)  0.071
H (-0.652, -11.955, 4.771)  0.069
H (0.317, -12.004, 3.281)  0.065
H (-4.044, -6.651, 2.121)  0.125
H (-4.102, -8.090, 1.286)  0.118
H (-5.630, -8.065, 3.340)  0.065
H (-4.847, -9.565, 3.217)  0.075
H (-4.257, -8.282, 4.327)  0.078
C (-12.362, -6.349, 0.248)  -0.066
C (-13.002, -5.021, 0.713)  -0.212
O (-12.059, -4.641, 1.757)  -0.248
P (-12.640, -3.975, 3.154)  0.475
O (-13.807, -3.087, 3.027)  -0.226
O (-12.720, -5.252, 4.122)  -0.177
C (-13.761, -6.160, 4.304)  -0.269
C (-13.270, -7.566, 3.932)  -0.060
O (-11.337, -3.225, 3.724)  -0.165
C (-10.746, -2.218, 3.003)  -0.305
C (-9.440, -2.540, 2.180)  -0.052
H (-11.963, -6.214, -0.758)  0.071
H (-11.572, -6.658, 0.932)  0.075
H (-13.093, -7.157, 0.260)  0.068
H (-12.957, -4.213, -0.017)  0.119
H (-13.963, -5.118, 1.217)  0.101
H (-14.217, -6.103, 5.292)  0.126
H (-14.483, -5.954, 3.513)  0.106
H (-14.086, -8.274, 4.077)  0.075
H (-12.837, -7.610, 2.933)  0.067
H (-12.644, -7.991, 4.717)  0.074
H (-11.494, -1.779, 2.343)  0.111
H (-10.411, -1.448, 3.698)  0.114
H (-9.769, -3.349, 1.528)  0.056
H (-9.217, -1.729, 1.486)  0.071
H (-8.581, -2.742, 2.819)  0.072
C (-3.486, 0.940, -4.057)  -0.067
C (-3.213, 2.285, -3.279)  -0.240
O (-2.993, 2.151, -1.858)  -0.182
P (-1.518, 2.167, -1.250)  0.550
O (-0.496, 1.837, -2.325)  -0.264
O (-1.451, 3.768, -0.748)  -0.219
C (-0.654, 4.675, -1.384)  -0.283
C (0.653, 4.461, -0.531)  -0.077
O (-1.626, 1.105, -0.048)  -0.164
C (-0.521, 0.875, 0.728)  -0.308
C (-1.097, 0.092, 1.959)  -0.053
H (-4.148, 0.267, -3.512)  0.068
H (-3.710, 0.911, -5.123)  0.074
H (-2.540, 0.398, -4.057)  0.062
H (-2.367, 2.686, -3.837)  0.103
H (-4.078, 2.935, -3.414)  0.111
H (-0.483, 4.369, -2.416)  0.109
H (-0.978, 5.703, -1.223)  0.121
H (0.490, 4.661, 0.527)  0.072
H (1.000, 3.427, -0.538)  0.057
H (1.420, 5.126, -0.928)  0.067
H (0.194, 0.258, 0.183)  0.124
H (-0.057, 1.748, 1.186)  0.114
H (-0.331, -0.292, 2.632)  0.077
H (-1.786, 0.810, 2.404)  0.076
H (-1.760, -0.702, 1.615)  0.074
C (14.328, -6.830, 1.091)  -0.069
C (13.388, -6.634, -0.115)  -0.252
O (12.163, -5.923, 0.168)  -0.183
P (10.919, -6.652, 0.937)  0.425
O (10.465, -7.905, 0.339)  -0.213
O (11.241, -6.664, 2.530)  -0.191
C (11.531, -5.513, 3.296)  -0.288
C (11.518, -5.947, 4.766)  -0.059
O (9.801, -5.590, 0.919)  -0.184
C (8.494, -5.914, 0.867)  -0.327
C (7.766, -4.646, 0.560)  -0.059
H (15.333, -6.849, 0.670)  0.076
H (14.230, -5.969, 1.752)  0.064
H (14.085, -7.730, 1.655)  0.077
H (13.926, -5.933, -0.752)  0.111
H (13.223, -7.557, -0.671)  0.117
H (12.565, -5.246, 3.078)  0.100
H (10.838, -4.692, 3.115)  0.121
H (11.448, -4.985, 5.274)  0.078
H (10.547, -6.436, 4.848)  0.079
H (12.345, -6.603, 5.035)  0.082
H (8.257, -6.708, 0.158)  0.125
H (8.376, -6.315, 1.873)  0.129
H (6.754, -4.764, 0.946)  0.080
H (8.246, -3.774, 1.004)  0.081
H (7.731, -4.461, -0.514)  0.081

(2)
A cluster of 2 separate species, C15H18 in total in a non-equilibrium geometry, computed with the ωB97M-V functional and the def2-TZVPD basis.

The calculation puts the LUMO energy (alpha / beta) at 3.67 / 3.47 eV. The spin multiplicity is 2. The strongest force on any atom comes out at 4.96 eV/A. As for the HOMO-LUMO gap (alpha / beta): 0.101 / 0.274 Eh. As for the total energy: -582.210708 Ha. Its total charge is -1. For the energy relative to the best compared isomer or geometry (same formula, charge and spin), the calculation gives 302.0 kJ/mol. Its expectation value of S² is 0.758.

Each line ends with the Löwdin charge.
Positions of all 33 atoms, in Å:
C (-1.135, 0.651, 3.240)  -0.202
C (-1.772, -0.462, 4.148)  -0.150
C (-1.104, 0.075, 1.799)  -0.272
C (-0.407, -0.961, 1.296)  -0.124
C (-2.144, 0.609, 0.908)  -0.119
C (-0.586, -1.339, -0.033)  -0.152
C (-2.244, 0.300, -0.350)  -0.189
C (-1.409, -0.687, -0.918)  -0.194
H (-1.572, 1.626, 3.477)  0.084
H (-0.070, 0.656, 3.594)  0.088
H (-2.616, -1.030, 4.003)  0.015
H (0.469, -1.355, 1.837)  0.108
H (-2.910, 1.041, 1.440)  0.067
H (-0.089, -2.225, -0.320)  0.076
H (-2.829, 0.681, -1.171)  0.090
H (-1.580, -0.852, -2.024)  0.096
H (-2.221, -0.019, 5.052)  0.038
H (-1.022, -1.252, 4.534)  0.085
C (1.396, -0.326, -4.114)  -0.086
C (2.974, 0.425, -0.659)  -0.150
C (1.832, 0.974, -0.075)  -0.100
C (2.952, -0.140, -1.953)  -0.081
C (1.743, -0.050, -2.641)  -0.293
C (0.613, 1.142, -0.837)  -0.072
C (0.617, 0.500, -2.070)  -0.158
H (3.894, 0.311, -0.104)  0.073
H (2.032, 1.365, 0.946)  0.096
H (3.749, -0.657, -2.513)  0.096
H (-0.241, 1.573, -0.383)  0.071
H (1.657, 0.502, -4.721)  0.048
H (0.283, -0.584, -4.099)  0.088
H (-0.186, 0.660, -2.755)  0.077
H (1.927, -1.152, -4.532)  0.045

Question: Which formula does entry 2 have?
Answer: C15H18

Question: Which formula does entry 2 have?
Answer: C15H18

Question: The lowest total charge belongs to which entry?
Answer: C15H18

Question: What is the energy relative to the best compared isomer or geometry (same formula, charge and spin) in the second record?
Answer: 302.0 kJ/mol